No. 1
C55H40FeNO5P2S | the ωB97M-V functional and the def2-TZVPD basis

Values from the calculation:
Multiplicity: 6
Expectation value of S²: 8.76
Net charge: +2
Relative energy (zero: lowest compared OMol25 entry of this formula, charge and spin): 0.052 eV
Electronic energy: -4894.9300 Eh

Cartesian coordinates (Å):
Fe 0.33 -0.15 0.93
S 1.59 0.09 -1.31
P -0.54 1.99 0.02
P -0.40 -2.23 -0.19
O 1.35 0.20 2.65
O -0.69 -0.58 2.60
O -2.46 -0.19 8.58
O 2.04 -0.63 -0.02
O -3.39 -0.32 6.64
N -2.43 -0.24 7.37
C -4.33 1.84 -1.54
C 0.72 -3.55 1.96
C 0.65 -3.48 0.57
C 0.22 -0.06 4.76
C -1.04 2.81 1.55
C -1.11 -0.09 6.73
C -0.25 -2.49 -1.99
C -2.47 -3.64 1.09
C 1.34 0.27 5.52
C 4.72 2.59 -1.93
C 4.08 3.81 -1.98
C 1.73 -2.29 -5.17
C 1.75 -0.96 -2.72
C 2.34 -5.32 1.81
C 4.60 5.18 -2.28
C -1.76 1.11 -2.29
C 0.76 -1.99 -2.88
C 0.81 -2.60 -4.15
C -0.01 0.22 7.51
C 2.65 -1.30 -4.96
C 2.23 5.20 -1.79
C -2.83 0.84 -3.13
C 3.35 6.10 -2.24
C -1.08 -4.02 -3.75
C -2.40 2.72 3.54
C 1.44 -4.34 -0.20
C -3.79 -3.80 1.49
C -1.03 -0.24 5.36
C -3.10 -1.68 -0.17
C -4.42 -1.85 0.22
C -4.12 1.20 -2.75
C 0.13 4.38 -1.04
C -2.12 -2.57 0.27
C 2.70 3.88 -1.69
C -1.70 3.81 4.06
C -1.98 1.73 -1.06
C -2.06 2.22 2.30
C 1.23 0.40 6.89
C 2.58 1.52 -1.46
C 0.91 5.45 -1.51
C 1.91 2.78 -1.33
C -4.76 -2.91 1.06
C 0.27 -4.04 -5.98
C 0.31 -0.15 3.30
C 2.28 -5.26 0.42
C 1.47 -3.14 -6.38
C -1.12 -3.46 -2.46
C 3.95 1.45 -1.69
C 0.58 3.08 -0.90
C -3.26 2.11 -0.69
C -0.68 4.39 3.33
C -0.34 3.89 2.08
C 1.55 -4.47 2.58
C -0.08 -3.61 -4.59
C 2.63 -0.63 -3.73
H 2.88 -5.92 -0.17
H 2.35 -3.72 -6.64
H -2.65 0.36 -4.08
H 0.53 -5.10 -6.00
H -1.90 -0.49 4.78
H 4.42 0.48 -1.70
H 1.59 -4.52 3.66
H -0.76 0.85 -2.61
H 5.10 5.22 -3.24
H -3.19 2.26 4.11
H 3.47 6.94 -1.56
H -0.13 5.23 3.74
H -5.79 -3.04 1.36
H -5.33 2.15 -1.26
H -5.18 -1.17 -0.13
H -4.06 -4.63 2.13
H -1.80 -4.78 -4.03
H 0.48 6.44 -1.60
H 1.40 -4.31 -1.28
H -1.72 -4.34 1.43
H 3.37 -1.01 -5.72
H -1.97 4.20 5.03
H -0.58 -3.91 -6.66
H -1.89 -3.83 -1.79
H -0.89 4.61 -0.74
H -2.59 1.35 1.92
H -2.84 -0.87 -0.84
H 5.33 5.47 -1.53
H 3.13 6.52 -3.22
H 1.24 -2.51 -7.24
H -0.12 0.32 8.58
H 0.10 -2.90 2.57
H 5.79 2.50 -2.10
H 2.09 0.64 7.49
H 3.31 0.20 -3.59
H 0.47 4.35 1.53
H 2.99 -6.04 2.29
H 2.29 0.42 5.02
H -4.95 0.99 -3.41
H -3.45 2.63 0.24

Löwdin population analysis, charges in e, atoms 1 to 4: 0.785 0.981 1.072 1.087

=====

No. 2
C4H7N3O | the ωB97M-V functional and the def2-TZVPD basis

Values from the calculation:
Multiplicity: 1
SMILES: [H]/N=C/C(C)=O.N#CN
Net charge: 0
Relative energy (zero: lowest compared OMol25 entry of this formula, charge and spin): 1.678 eV
Electronic energy: -396.0867 Eh

Cartesian coordinates (Å):
O 0.60 1.12 -0.73
N -2.47 -0.44 0.54
N -2.22 1.68 -0.67
N 2.22 -1.10 1.33
C 1.59 -0.05 1.06
C -2.32 0.60 0.08
C 0.41 -1.29 -0.82
C 0.76 0.03 -0.23
H -2.94 2.39 -0.59
H -0.41 -1.72 -0.24
H 1.25 -1.97 -0.71
H 0.06 -1.18 -1.84
H -1.27 2.03 -0.73
H 2.96 -1.02 2.02
H 1.77 0.93 1.53

natural (NBO) population analysis, charges in e, atoms 1 to 4: -0.573 -0.415 -0.851 -0.575

=====

No. 3
C10H22Br8NO6 | the ωB97M-V functional and the def2-TZVPD basis

Values from the calculation:
Multiplicity: 1
Net charge: -1
Electronic energy: -21492.4582 Eh

Cartesian coordinates (Å):
Br -3.14 -7.19 -5.00
Br 3.81 -5.14 -1.69
Br 4.81 4.28 2.67
Br -2.76 6.88 -6.56
Br 6.55 5.04 5.20
Br -0.36 3.60 -4.37
Br -3.48 -4.50 -2.47
Br 6.94 -7.84 0.52
O 0.97 -1.32 8.84
O -5.44 2.24 0.07
O -0.94 -0.76 8.03
O -6.61 3.69 1.30
O -7.54 2.63 -0.36
O 0.72 -0.58 6.79
N -0.15 0.62 1.41
C 5.52 -6.53 0.21
C 0.26 -0.90 7.89
C 5.34 -6.38 -1.27
C 3.91 5.36 4.06
C -4.70 -4.89 -4.09
C -1.44 4.63 -5.77
C -6.46 2.93 0.33
C 4.60 4.88 5.37
C -3.81 -5.33 -5.30
C -2.23 5.67 -5.05
H -5.20 -3.95 -4.34
H -0.80 4.99 -6.57
H 1.68 -1.53 8.23
H 0.46 1.41 1.25
H -2.06 3.80 -6.11
H -4.45 -5.23 -6.18
H 4.38 5.49 6.25
H -7.14 1.87 -0.80
H 0.07 0.31 2.35
H 3.97 6.41 3.81
H -1.11 0.82 1.17
H 6.25 -5.97 -1.71
H 4.39 3.81 5.45
H -3.06 -4.55 -5.38
H 5.11 -7.38 -1.62
H 2.84 5.16 4.05
H 4.55 -6.86 0.59
H 0.08 -0.12 0.78
H -1.56 6.26 -4.42
H -3.04 5.31 -4.42
H -5.53 -5.54 -3.81
H 5.80 -5.59 0.68

natural (NBO) population analysis, charges in e, atoms 1 to 4: -0.006 -0.039 -0.028 -0.034

=====

No. 4
C3H9O2 | the ωB97M-V functional and the def2-TZVPD basis

Values from the calculation:
Multiplicity: 1
Net charge: -1
Relative energy (zero: lowest compared OMol25 entry of this formula, charge and spin): 1.183 eV
Electronic energy: -270.1423 Eh

Cartesian coordinates (Å):
O 2.80 0.17 -0.31
O -1.27 0.81 -1.82
C -0.55 -0.69 0.03
C -0.21 0.30 -1.18
C -1.29 -0.07 1.12
H 0.32 -1.12 0.48
H -0.98 -0.54 2.11
H -1.16 -1.39 -0.43
H 1.94 0.56 -0.54
H -2.38 -0.17 1.02
H 2.95 0.14 0.69
H 0.33 1.19 -0.65
H 0.63 -0.20 -1.72
H -1.14 1.01 1.19

natural (NBO) population analysis, charges in e, atoms 1 to 4: -0.986 -0.933 -0.467 0.021

=====

No. 5
C36H92HgN5O13 | the ωB97M-V functional and the def2-TZVPD basis

Values from the calculation:
Multiplicity: 1
Net charge: +1
Relative energy (zero: lowest compared OMol25 entry of this formula, charge and spin): 6.797 eV
Electronic energy: -2831.3716 Eh

Cartesian coordinates (Å):
Hg -0.87 1.89 3.92
O -2.60 3.88 -1.15
O 2.22 6.52 5.42
O -5.18 -1.84 -2.04
O -6.13 -4.18 1.55
O 0.22 -5.42 -2.46
O 5.60 -1.11 2.02
O 1.24 5.61 -6.35
O 0.77 1.35 6.37
O -2.01 -9.32 0.69
O 0.93 0.32 1.14
O 4.26 5.49 -0.55
O 5.01 1.75 -4.45
O -3.11 0.44 2.77
N -5.22 -4.53 -0.94
N 3.26 2.62 -7.53
N 0.17 -7.42 -0.15
N 1.68 3.76 5.06
N -2.91 2.91 1.39
C 0.30 0.25 -1.20
C 2.89 7.68 5.92
C -4.17 -3.97 -1.75
C -6.93 -4.04 2.72
C 4.83 1.08 -3.21
C -3.97 0.73 1.68
C -2.82 4.00 -2.55
C -0.73 -9.19 1.42
C 1.43 6.94 -5.97
C 6.18 -2.38 1.98
C 2.65 2.76 5.60
C 2.01 1.90 6.73
C 3.08 5.72 4.60
C -3.13 4.35 1.13
C 2.13 3.48 -7.13
C 1.33 -5.83 -1.65
C -4.76 -5.47 0.06
C -5.74 -0.82 -2.86
C 0.59 -4.95 -3.78
C 0.97 -6.15 -0.22
C -5.85 -5.53 1.14
C -2.72 -10.52 0.93
C -3.54 4.64 -0.33
C 7.70 -2.32 1.69
C 0.87 -0.44 -0.05
C 2.17 5.92 -1.67
C 2.29 4.54 4.00
C -4.23 2.27 1.55
C -3.21 -0.88 3.28
C 4.30 2.53 -6.53
C 2.46 4.89 -6.53
C 0.02 -7.82 1.26
C -4.73 -3.00 -2.78
C 3.27 4.90 -1.33
C 0.16 0.76 7.53
C 3.79 1.85 -5.22
H -2.52 5.00 -2.88
H 3.76 7.48 6.56
H -0.16 -4.50 -4.43
H 1.93 7.46 -6.79
H -3.42 -3.43 -1.18
H 4.81 3.49 -6.42
H -3.87 -5.10 0.56
H -3.69 -10.47 0.43
H -4.04 -2.74 -3.58
H -6.75 -6.05 0.81
H 3.91 5.37 5.22
H 3.44 0.86 -5.48
H 0.93 -5.82 -4.34
H -6.05 -0.01 -2.20
H 3.52 6.26 3.76
H -2.49 -1.18 4.04
H 1.64 3.73 -8.07
H 6.03 -2.93 2.90
H 3.74 4.47 -2.21
H 8.21 -3.27 1.82
H 5.66 -2.98 1.23
H 7.88 -1.91 0.69
H 1.42 2.93 -6.52
H -0.03 1.53 8.28
H -2.69 2.60 0.45
H -3.88 3.80 -2.73
H -4.81 2.39 0.64
H 1.02 -7.89 1.68
H -3.44 5.72 -0.49
H -6.47 -4.31 3.67
H -4.20 -1.05 3.71
H 3.04 5.53 -7.19
H 3.55 3.21 6.02
H 3.18 8.40 5.17
H -4.72 2.69 2.43
H 8.15 -1.60 2.37
H -0.77 -7.33 -0.51
H -0.79 0.36 7.19
H 5.08 1.92 -6.97
H 4.81 4.79 -0.20
H 2.47 6.87 -2.11
H -3.03 -10.61 1.97
H -6.68 -1.15 -3.28
H -5.10 -0.48 -3.68
H -5.71 -3.78 -0.48
H -0.03 -9.99 1.19
H 3.02 2.43 -4.71
H 1.97 7.19 -5.06
H -2.21 4.91 1.33
H 2.85 3.95 3.28
H -0.93 -9.25 2.49
H -4.55 4.34 -0.58
H 2.91 4.75 -5.55
H -4.50 -6.44 -0.36
H 0.78 -0.05 7.91
H -2.18 -11.45 0.73
H 2.77 4.09 -0.80
H 2.12 8.09 6.57
H -5.62 -3.44 -3.25
H -3.78 -4.81 -2.34
H 0.47 -5.33 0.29
H -3.69 0.32 0.71
H 0.49 7.46 -5.77
H 1.38 -4.21 -3.73
H -2.22 3.24 -3.05
H 0.17 -0.34 -2.11
H 1.86 2.50 7.63
H 1.46 6.08 -0.85
H -5.36 -5.99 2.00
H 4.40 0.08 -3.29
H 1.52 4.98 3.37
H 1.42 4.35 5.83
H -3.89 4.75 1.81
H -0.50 -6.99 1.74
H 1.90 -6.34 0.32
H -3.05 -1.55 2.43
H 3.02 2.05 4.86
H 2.15 -5.12 -1.58
H -7.24 -3.01 2.88
H -4.97 0.39 1.94
H 2.72 1.11 6.98
H 1.82 -0.83 -0.40
H 1.79 -6.70 -2.12
H 1.00 1.03 -1.49
H -0.67 0.71 -0.98
H 4.65 -1.17 1.86
H 3.77 3.10 -8.25
H 1.53 5.55 -2.47
H 5.77 0.97 -2.65
H 4.16 1.71 -2.64
H -7.80 -4.70 2.68
H 0.26 -1.33 0.15

Löwdin population analysis, charges in e, atoms 1 to 4: 1.028 -0.231 -0.193 -0.212

=====

No. 6
C2H4F3NO4SZn | the ωB97M-V functional and the def2-TZVPD basis

Values from the calculation:
Multiplicity: 1
Net charge: 0
Relative energy (zero: lowest compared OMol25 entry of this formula, charge and spin): 0.000 eV
Electronic energy: -2911.2761 Eh

Cartesian coordinates (Å):
Zn -0.89 1.43 -0.17
S 1.90 0.35 -0.88
F 0.33 -0.07 1.21
F 2.28 0.68 1.77
F 2.06 -1.37 1.17
O 1.70 -0.90 -1.62
O -2.24 0.26 0.19
O 0.71 2.47 -0.30
O 3.25 0.93 -0.86
N 0.73 1.36 -1.23
C 1.66 -0.13 0.94
C -2.20 -1.11 -0.24
H -2.82 0.45 1.01
H -3.13 -1.37 -0.74
H -2.04 -1.76 0.63
H -1.32 -1.22 -0.89

natural (NBO) population analysis, charges in e, atoms 1 to 4: 1.631 2.160 -0.393 -0.295